# 1
The following is a DFT calculation (ωB97M-V/def2-TZVPD) of a single C10H15N3 molecule at a distorted geometry.

Calculated values
SMILES = Cc1cccc(N2CCNCC2)n1
HOMO energy = -7.87 eV
total charge = 0
HOMO-LUMO gap = 8.8 eV
energy above the lowest of the compared OMol25 structures with the same formula, charge and spin = 91.48 kJ/mol

Each line ends with the natural charge from an NBO analysis.
Cartesian coordinates (Å):
C  -2.29386  2.91192  1.24414  -0.64
C  -1.38497  1.72643  1.52493  0.25
C  -1.03530  1.35205  2.81052  -0.33
C  -0.08656  0.30868  2.99899  -0.14
C  0.49531  -0.24631  1.86010  -0.32
C  0.05064  0.14409  0.59676  0.41
C  -0.01575  0.06417  -1.79301  -0.23
C  0.45415  -0.80594  -2.94739  -0.24
C  1.58533  -2.41597  -1.57083  -0.22
C  1.78958  -1.16862  -0.71049  -0.23
H  -2.66089  3.33572  2.17947  0.21
H  -1.81339  3.66378  0.62210  0.23
H  -3.09121  2.48394  0.61221  0.23
H  -1.49333  1.94236  3.62193  0.21
H  0.22908  0.07983  4.06665  0.22
H  1.28011  -0.99337  2.05357  0.22
H  0.28821  1.10119  -2.04683  0.18
H  -1.08586  0.12786  -1.74317  0.22
H  -0.29054  -0.64237  -3.81426  0.21
H  1.45554  -0.43817  -3.27698  0.18
H  -0.34611  -2.69603  -2.47827  0.36
H  1.27850  -3.24564  -0.97604  0.20
H  2.60118  -2.66465  -2.03470  0.18
H  2.06935  -1.41732  0.29446  0.21
H  2.54083  -0.56686  -1.15916  0.18
N  -0.88103  1.08958  0.40532  -0.51
N  0.53017  -0.46215  -0.56648  -0.42
N  0.59188  -2.24075  -2.69646  -0.62

Forces on atoms 1 to 3 (eV/Å):
-0.1 -1.3 -0.3
1.0 -0.4 -1.2
0.0 0.0 0.2

# 2
The following is a DFT calculation (ωB97M-V/def2-TZVPD) of a single C5H11NOS molecule at a distorted geometry.

Calculated values
SMILES = CNC[C@@]1(CO)CS1
HOMO energy = -8.80 eV
total charge = 0
HOMO-LUMO gap = 9.6 eV
energy above the lowest of the compared OMol25 structures with the same formula, charge and spin = 167.52 kJ/mol

Each line ends with the natural charge from an NBO analysis.
Cartesian coordinates (Å):
C  0.20939  -2.63650  0.29805  -0.41
C  -0.12748  -0.49302  -0.82374  -0.23
C  0.04013  0.75323  0.05927  -0.14
C  0.56835  1.94677  -0.71305  -0.07
C  -0.96067  1.00860  1.11904  -0.47
H  0.85854  -2.21787  1.06157  0.21
H  -0.36559  -3.45293  0.73634  0.20
H  0.85141  -3.02358  -0.51689  0.16
H  -1.42758  -2.03830  -0.77284  0.36
H  0.83659  -0.75926  -1.26054  0.18
H  -0.76601  -0.17296  -1.61002  0.20
H  1.52880  1.67714  -1.14653  0.16
H  -0.12251  2.16116  -1.50890  0.18
H  1.18783  2.89753  0.82672  0.47
H  -1.24152  2.02739  1.31734  0.23
H  -1.69866  0.26113  1.29653  0.24
N  -0.73580  -1.62691  -0.14564  -0.63
O  0.67375  3.12531  0.03999  -0.71
S  0.69101  0.56307  1.74331  0.05

Forces on atoms 1 to 3 (eV/Å):
0.0 -0.2 -0.2
0.4 0.1 1.2
-0.3 -0.3 0.0

# 3
The following is a DFT calculation (ωB97M-V/def2-TZVPD) of C26H31AsMnN2O4 as an isolated structure.

Calculated values
HOMO energy (spin up / spin down) = -14.28 / -14.28 eV
multiplicity = 6
total charge = +2
HOMO-LUMO gap (spin up / spin down) = 9.7 / 9.5 eV
energy above the lowest of the compared OMol25 structures with the same formula, charge and spin = 0.00 kJ/mol

Each line ends with the Löwdin spin population.
Cartesian coordinates (Å):
Mn  0.25914  -0.04680  -0.13373  4.69
C  0.07194  2.53998  3.92856  0.00
N  -0.76771  1.36343  3.69493  0.01
C  -1.60506  0.94766  4.82130  0.00
C  -0.70841  0.70396  2.55760  0.01
O  0.01584  1.06902  1.60129  0.05
C  -1.57191  -0.54229  2.39799  0.00
O  -1.19208  -1.18007  1.18547  0.04
C  -2.21213  -1.87751  0.48020  0.00
C  -2.28094  -1.31222  -0.93967  0.01
O  -1.42658  -0.46641  -1.29483  0.05
N  -3.23017  -1.73605  -1.74881  0.01
C  -4.23627  -2.73033  -1.37924  0.00
C  -3.33691  -1.21132  -3.11103  0.00
H  -0.56382  3.41031  4.08503  0.00
H  0.71827  2.70420  3.07506  0.00
H  0.67504  2.37302  4.82012  0.00
H  -1.93106  1.84127  5.34794  0.00
H  -1.04047  0.32002  5.51134  0.00
H  -2.49385  0.41956  4.48804  0.00
H  -2.62172  -0.23774  2.35673  0.00
H  -1.43403  -1.22564  3.23735  0.00
H  -3.17197  -1.76769  0.98523  0.00
H  -1.95741  -2.93858  0.44858  0.00
H  -3.95392  -3.28010  -0.48718  0.00
H  -4.33275  -3.44539  -2.19422  0.00
H  -5.20096  -2.24851  -1.21959  0.00
H  -2.69609  -0.34426  -3.22098  0.00
H  -4.37262  -0.93183  -3.29701  0.00
H  -3.04245  -1.98078  -3.82451  0.00
O  1.92813  -1.03917  -0.60066  0.08
As  2.90037  -0.24079  -1.74003  0.01
C  3.28947  -1.38705  -3.19223  0.00
C  4.37599  -1.10864  -4.01649  0.00
C  4.62807  -1.93756  -5.09808  0.00
C  3.80439  -3.02969  -5.33969  0.00
C  2.72837  -3.30440  -4.50669  0.00
C  2.46053  -2.48040  -3.42381  0.00
C  1.74256  1.18693  -2.28277  0.01
C  1.38005  2.12565  -1.30661  0.01
C  0.37009  3.04144  -1.57848  0.01
C  -0.25662  3.03054  -2.81923  0.00
C  0.12102  2.11289  -3.78926  0.01
C  1.11365  1.17779  -3.52188  0.00
C  4.45775  0.48709  -0.94873  0.00
C  4.96427  1.70088  -1.40624  0.00
C  6.13945  2.19046  -0.85610  0.00
C  6.79001  1.47068  0.13700  0.00
C  6.27644  0.26210  0.58950  0.00
C  5.10450  -0.24090  0.04636  0.00
H  5.02754  -0.26700  -3.81245  0.00
H  5.47029  -1.73856  -5.74635  0.00
H  4.00976  -3.67829  -6.18071  0.00
H  2.10355  -4.16648  -4.69709  0.00
H  1.63751  -2.68992  -2.75263  0.00
H  1.92767  2.18504  -0.36870  0.00
H  0.09374  3.77805  -0.83568  0.00
H  -1.03070  3.75462  -3.03530  0.00
H  -0.35862  2.12470  -4.75899  0.00
H  1.39715  0.44872  -4.27154  0.00
H  4.45130  2.26262  -2.17853  0.00
H  6.54639  3.13080  -1.20196  0.00
H  7.70751  1.85461  0.56252  0.00
H  6.79282  -0.29012  1.36276  0.00
H  4.69802  -1.18332  0.39214  0.00

Forces on atoms 1 to 3 (eV/Å):
0.0 0.0 0.0
0.0 0.0 0.0
0.0 0.0 0.0

# 4
The following is a DFT calculation (ωB97M-V/def2-TZVPD) of a 4-piece molecular cluster, C4H14NO3 overall at a distorted geometry.

Calculated values
HOMO energy = -13.89 eV
total charge = +1
HOMO-LUMO gap = 5.2 eV
energy above the lowest of the compared OMol25 structures with the same formula, charge and spin = 709.95 kJ/mol

Each line ends with the natural charge from an NBO analysis.
Cartesian coordinates (Å):
C  -2.58313  -0.88624  0.82832  -0.62
C  -1.64028  0.01377  -0.10275  -0.12
C  -0.60422  1.04987  0.38867  -0.20
C  -0.23941  -0.51384  0.24207  0.23
O  0.46514  -0.95178  -0.76999  -0.32
N  0.60664  1.86199  -2.54389  -1.10
H  -2.32032  -0.93099  1.87067  0.25
H  -2.48512  -2.00848  0.70898  0.28
H  -3.60207  -0.62426  0.58576  0.29
H  -2.08973  0.20320  -1.06244  0.29
H  -0.06281  1.62868  -0.35947  0.31
H  -0.84891  1.42949  1.36645  0.29
H  -0.11984  -0.88156  1.38304  0.30
H  1.43858  2.07751  -1.99837  0.37
H  0.87342  2.13360  -3.50733  0.39
H  0.48692  0.83484  -2.54740  0.36
H  1.87345  -0.41046  1.53342  0.51
H  2.11713  0.64353  2.59296  0.50
O  1.48333  0.43300  1.94753  -0.98
H  1.69400  -1.40840  -0.45385  0.46
H  3.01038  -2.17845  -0.31899  0.50
O  2.54686  -1.51502  0.21660  -0.97

Forces on atoms 1 to 3 (eV/Å):
1.8 -1.1 -0.5
-1.8 3.5 1.6
-4.9 -0.4 -1.7

# 5
The following is a DFT calculation (ωB97M-V/def2-TZVPD) of a single C6H15NS molecule at a distorted geometry.

Calculated values
SMILES = CCN[C@H](C)CCS
HOMO energy = -8.99 eV
total charge = 0
HOMO-LUMO gap = 9.9 eV
energy above the lowest of the compared OMol25 structures with the same formula, charge and spin = 49.11 kJ/mol

Each line ends with the natural charge from an NBO analysis.
Cartesian coordinates (Å):
C  1.14329  -0.40648  -1.38605  -0.21
N  0.85102  0.71776  -0.42368  -0.63
C  -0.58773  0.72767  -0.10393  -0.06
C  -0.91720  0.02979  1.23946  -0.42
C  -0.90942  -1.48854  1.18210  -0.51
S  -2.00107  -2.21939  2.45343  -0.04
C  -1.04273  2.18524  0.00607  -0.60
C  2.64481  -0.57072  -1.66124  -0.62
H  0.65754  -1.32172  -1.06745  0.17
H  0.66835  -0.06212  -2.31436  0.19
H  1.37517  0.53425  0.42553  0.34
H  -1.25142  0.35261  -0.90580  0.19
H  -0.14493  0.41407  1.92814  0.20
H  -1.87015  0.38888  1.62647  0.21
H  -1.29896  -1.76158  0.17087  0.21
H  0.05832  -1.95845  1.30892  0.22
H  -2.99905  -1.31245  2.35028  0.11
H  -0.62397  2.55918  0.96987  0.20
H  -0.66824  2.75090  -0.84701  0.22
H  -2.12204  2.34040  0.09489  0.20
H  2.81011  -1.60203  -2.01621  0.21
H  3.15163  -0.44502  -0.68858  0.20
H  3.07663  0.14775  -2.34169  0.22

Forces on atoms 1 to 3 (eV/Å):
0.1 1.9 -0.5
-0.3 -1.5 -1.0
-1.1 0.9 0.5

# 6
The following is a DFT calculation (ωB97M-V/def2-TZVPD) of C41H35InN2O4P2S as an isolated structure.

Calculated values
HOMO energy = -13.25 eV
total charge = +2
HOMO-LUMO gap = 8.0 eV
energy above the lowest of the compared OMol25 structures with the same formula, charge and spin = 0.00 kJ/mol

Each line ends with the Mulliken charge.
Cartesian coordinates (Å):
In  -0.39283  0.29228  -1.81032  2.51
O  1.61171  0.48896  -2.13723  -0.91
P  2.77090  0.05156  -1.21569  0.42
C  2.56288  0.84370  0.40185  -1.10
P  0.99710  0.45462  1.26172  0.52
O  -0.16740  0.37298  0.27778  0.14
C  1.17727  -1.11942  2.07978  0.76
C  2.04775  -1.27091  3.15904  -0.70
C  2.18474  -2.50994  3.75985  -0.76
C  1.44837  -3.59226  3.29129  -0.64
C  0.57635  -3.43969  2.22312  -0.82
C  0.43666  -2.20338  1.61107  -0.31
C  0.73876  1.78309  2.41753  0.87
C  1.79849  2.34591  3.13014  -0.45
C  1.54891  3.34075  4.06031  -0.82
C  0.24740  3.77484  4.27797  -0.57
C  -0.80718  3.21955  3.56643  -0.77
C  -0.56649  2.22133  2.63634  -0.53
C  2.76028  -1.71106  -0.95879  0.96
C  3.58382  -2.27553  0.01916  -0.23
C  3.58136  -3.64335  0.21109  -0.71
C  2.75577  -4.45222  -0.56395  -0.62
C  1.94164  -3.89642  -1.53799  -0.85
C  1.94867  -2.52449  -1.74467  -0.43
C  4.29065  0.62751  -1.92518  0.94
C  4.33399  0.89211  -3.29360  -0.49
C  5.53261  1.27202  -3.87560  -0.75
C  6.67842  1.38201  -3.10008  -0.51
C  6.63565  1.11583  -1.73704  -0.77
C  5.44362  0.73630  -1.14571  -0.38
H  2.62049  1.92517  0.24665  0.53
H  3.39589  0.56377  1.05240  0.64
H  2.60509  -0.42645  3.54920  0.41
H  2.85296  -2.63097  4.60151  0.46
H  1.55104  -4.55705  3.77013  0.45
H  0.00047  -4.28267  1.86553  0.51
H  -0.24184  -2.08553  0.77491  0.44
H  2.82004  2.02322  2.96569  0.31
H  2.36789  3.77942  4.61347  0.44
H  0.05589  4.55236  5.00505  0.42
H  -1.81762  3.56418  3.73862  0.46
H  -1.38561  1.78456  2.07894  0.25
H  4.23321  -1.65872  0.62987  0.25
H  4.22278  -4.08281  0.96273  0.49
H  2.75601  -5.52303  -0.40943  0.46
H  1.30541  -4.52448  -2.14625  0.48
H  1.32989  -2.10784  -2.52917  0.52
H  3.44000  0.80701  -3.89677  0.42
H  5.57254  1.48133  -4.93560  0.43
H  7.61201  1.67738  -3.55937  0.42
H  7.53105  1.20496  -1.13762  0.44
H  5.42633  0.52890  -0.08228  0.20
C  -5.99000  -2.58427  2.69137  -1.47
C  -5.12731  -2.33184  1.49131  0.88
C  -5.33290  -3.02612  0.30181  -0.78
C  -4.55792  -2.77434  -0.81902  -0.61
C  -3.55837  -1.81605  -0.74105  0.14
C  -3.32841  -1.10754  0.43434  0.25
C  -4.11142  -1.37223  1.53967  -1.13
S  -2.59012  -1.49557  -2.16286  1.12
O  -1.14162  -1.80998  -1.86065  -0.57
O  -3.15076  -2.17988  -3.27678  -0.71
N  -2.40167  0.08335  -2.30630  -0.47
C  -3.25057  1.17867  -2.32162  0.37
C  -4.61293  1.18493  -2.43588  -0.51
C  -5.31560  2.41116  -2.44605  -0.85
C  -4.66359  3.60611  -2.36096  -0.98
C  -3.25177  3.63309  -2.25160  1.02
C  -2.49965  4.82542  -2.18797  -0.47
C  -1.13296  4.77359  -2.10193  -1.05
C  -0.50738  3.52356  -2.06362  0.06
N  -1.17970  2.38814  -2.11303  -0.30
C  -2.54346  2.41722  -2.21866  0.11
H  -6.49791  -3.54382  2.62055  0.39
H  -6.75363  -1.80833  2.77433  0.31
H  -5.40518  -2.56746  3.61036  0.38
H  -6.11221  -3.77513  0.24862  0.41
H  -4.72463  -3.30997  -1.74342  0.56
H  -2.54242  -0.36379  0.48889  0.07
H  -3.93919  -0.82847  2.46048  0.46
H  -5.15629  0.25437  -2.53664  0.56
H  -6.39261  2.38910  -2.53886  0.43
H  -5.20520  4.54204  -2.38656  0.45
H  -3.01693  5.77625  -2.21898  0.49
H  -0.53171  5.67002  -2.06551  0.42
H  0.57220  3.44832  -2.00062  0.57

Forces on atoms 1 to 3 (eV/Å):
-0.3 0.4 0.2
0.0 -0.1 -0.1
0.0 -0.1 0.0

- total charge of number 4 (C4H14NO3)?
  +1

Copy entry 4 word for word.
The following is a DFT calculation (ωB97M-V/def2-TZVPD) of a 4-piece molecular cluster, C4H14NO3 overall at a distorted geometry.

Calculated values
HOMO energy = -13.89 eV
total charge = +1
HOMO-LUMO gap = 5.2 eV
energy above the lowest of the compared OMol25 structures with the same formula, charge and spin = 709.95 kJ/mol

Each line ends with the natural charge from an NBO analysis.
Cartesian coordinates (Å):
C  -2.58313  -0.88624  0.82832  -0.62
C  -1.64028  0.01377  -0.10275  -0.12
C  -0.60422  1.04987  0.38867  -0.20
C  -0.23941  -0.51384  0.24207  0.23
O  0.46514  -0.95178  -0.76999  -0.32
N  0.60664  1.86199  -2.54389  -1.10
H  -2.32032  -0.93099  1.87067  0.25
H  -2.48512  -2.00848  0.70898  0.28
H  -3.60207  -0.62426  0.58576  0.29
H  -2.08973  0.20320  -1.06244  0.29
H  -0.06281  1.62868  -0.35947  0.31
H  -0.84891  1.42949  1.36645  0.29
H  -0.11984  -0.88156  1.38304  0.30
H  1.43858  2.07751  -1.99837  0.37
H  0.87342  2.13360  -3.50733  0.39
H  0.48692  0.83484  -2.54740  0.36
H  1.87345  -0.41046  1.53342  0.51
H  2.11713  0.64353  2.59296  0.50
O  1.48333  0.43300  1.94753  -0.98
H  1.69400  -1.40840  -0.45385  0.46
H  3.01038  -2.17845  -0.31899  0.50
O  2.54686  -1.51502  0.21660  -0.97

Forces on atoms 1 to 3 (eV/Å):
1.8 -1.1 -0.5
-1.8 3.5 1.6
-4.9 -0.4 -1.7

- What is the formula in the third record?
  C26H31AsMnN2O4